1.
ORCA calculation (wB97M-V/def2-TZVPD) on the molecule C3H7N3S2 in a non-equilibrium geometry.

The geometry in XYZ format:
```
15
Properties=species:S:1:pos:R:3:forces:R:3
C 3.189662 -0.756379 0.072779 1.6 1.0 -0.7
S 1.378100 -1.005362 0.126751 0.8 0.7 0.3
C 0.657796 0.622083 -0.044729 0.7 0.6 -0.3
S 1.391125 2.147600 -0.132189 -0.4 -1.9 0.3
N -0.699273 0.515985 -0.104181 0.8 1.4 -0.1
C -1.456109 -0.551447 -0.536551 -0.2 -1.3 0.2
N -2.713377 -0.581314 -0.291124 0.6 -0.8 -1.2
N -3.172020 0.557711 0.370720 -2.9 0.5 2.3
H 3.360114 0.070465 -0.695916 -0.2 -1.1 0.9
H 3.649921 -1.733978 -0.368809 -0.8 1.8 1.1
H 3.748226 -0.337297 1.030487 -1.6 -1.3 -1.7
H -1.168222 1.435787 -0.038972 0.0 -0.9 -0.1
H -0.915948 -1.413935 -1.062285 -1.1 1.4 0.8
H -2.964368 0.437088 1.450326 -0.7 0.4 -2.7
H -4.285623 0.592994 0.223698 3.4 -0.3 0.8
```
Forces are in eV/Å.

Summary:
Structure (SMILES) = CSC(=S)N/C=N\N
HOMO-LUMO gap = 8.677 eV
Maximum force = 3.7 eV/A
Energy relative to the best compared isomer or geometry (same formula, charge and spin) = 2.2969 eV
HOMO level = -8.64 eV



2.
ORCA calculation (wB97M-V/def2-TZVPD) on the molecule C3H7N3Si in a non-equilibrium geometry.

The geometry in XYZ format:
```
14
Properties=species:S:1:pos:R:3:forces:R:3
C -2.226637 0.921222 -0.791234 -1.3 0.5 -1.1
C -0.294218 1.661980 0.362636 1.0 0.4 -0.5
C 1.965374 -0.917561 -0.148845 -1.7 -0.6 -2.3
N -1.309752 1.750128 -0.242083 -0.4 -0.6 0.5
N -1.898960 -0.354800 -0.962206 -2.7 0.4 -0.8
N -1.047720 -1.063302 -0.493788 2.3 0.0 0.6
Si 0.242351 -0.794270 0.677832 0.8 -1.9 1.1
H -3.158166 1.266724 -1.275165 1.1 0.1 0.5
H 0.679735 2.033716 0.655645 -0.6 -0.1 -0.1
H 2.013217 -0.224041 -1.042372 0.0 -0.1 1.3
H 2.727896 -0.740587 0.577585 0.8 -0.1 0.2
H 2.057089 -1.873156 -0.744051 0.2 0.5 1.2
H -0.121134 -1.926766 1.737150 0.5 0.9 -1.2
H 0.370926 0.260712 1.688895 0.1 0.4 0.6
```
Forces are in eV/Å.

Summary:
HOMO-LUMO gap (spin up / spin down) = 7.477 / 7.475 eV
Maximum force = 2.9 eV/A
Energy relative to the best compared isomer or geometry (same formula, charge and spin) = 5.2356 eV
HOMO level (spin up / spin down) = -7.92 / -7.92 eV



3.
ORCA calculation (wB97M-V/def2-TZVPD) on the molecule C3H7N3Si in a non-equilibrium geometry.

The geometry in XYZ format:
```
14
Properties=species:S:1:pos:R:3:forces:R:3
C -1.863690 1.318667 0.171812 0.5 0.2 0.3
Si -0.010790 1.321525 0.597243 -0.9 -2.1 -0.3
N 0.559625 -0.390102 0.169965 0.5 0.0 -0.4
C 1.310667 -0.593593 -0.937184 -0.1 0.1 0.1
N 1.608303 -1.847801 -1.125827 0.3 -0.3 -0.4
C 1.008556 -2.452677 -0.075396 0.0 0.2 -0.1
N 0.367260 -1.653154 0.723705 -0.7 1.3 0.9
H -2.107985 2.041629 -0.601583 0.1 0.1 -0.1
H -2.169431 0.337188 -0.184693 0.2 -0.1 0.0
H -2.475471 1.550306 1.039842 0.0 0.0 0.1
H 0.785347 2.157470 -0.298839 0.1 0.1 -0.1
H 0.316618 1.516666 2.003768 0.0 0.2 0.2
H 1.615586 0.203419 -1.581924 0.1 0.3 -0.2
H 1.055406 -3.509545 0.099110 0.0 -0.2 0.1
```
Forces are in eV/Å.

Summary:
Structure (SMILES) = C[SiH2]n1cncn1
HOMO-LUMO gap = 10.706 eV
Maximum force = 2.3 eV/A
Energy relative to the best compared isomer or geometry (same formula, charge and spin) = 0.0000 eV
HOMO level = -10.00 eV



4.
ORCA calculation (wB97M-V/def2-TZVPD) on an isolated ion of composition C3H7N4 and charge +1 in a non-equilibrium geometry.

The geometry in XYZ format:
```
14
Properties=species:S:1:pos:R:3:forces:R:3
N -1.814069 0.200211 -0.905843 -1.7 -1.2 1.5
N -0.656306 0.085536 0.092864 -2.0 0.8 -2.3
C 0.490532 0.856997 -0.481041 0.1 0.0 -0.1
C 1.595926 0.576617 0.554772 0.0 1.7 -1.9
N 1.745005 -0.632669 0.870937 2.2 1.4 1.3
C 0.796649 -1.523466 0.569022 -1.3 1.2 0.2
N -0.425556 -1.266711 0.389939 -1.5 -0.2 -0.8
H -2.649304 0.725060 -0.373757 2.3 -1.7 -1.4
H -2.120560 -0.845421 -1.067915 0.6 2.6 0.6
H -1.045433 0.567599 0.892071 0.4 0.1 0.8
H 0.041349 1.859265 -0.617577 1.0 -0.3 0.2
H 0.855429 0.465581 -1.491024 -1.0 0.2 1.3
H 2.249121 1.433832 0.825689 -0.2 -1.0 0.3
H 0.937216 -2.502431 0.741863 1.2 -3.5 0.3
```
Forces are in eV/Å.

Summary:
Structure (SMILES) = N[N@@H+]1CC=NC=N1
HOMO-LUMO gap = 9.862 eV
Maximum force = 3.7 eV/A
Energy relative to the best compared isomer or geometry (same formula, charge and spin) = 4.3729 eV
HOMO level = -15.17 eV
Net charge = +1



5.
ORCA calculation (wB97M-V/def2-TZVPD) on C3H7N4 as an isolated structure in a non-equilibrium geometry.

The geometry in XYZ format:
```
14
Properties=species:S:1:pos:R:3:forces:R:3
C 1.849947 -1.438710 0.997487 0.3 0.0 0.3
C 2.284156 -0.264237 0.685530 0.6 -0.2 -0.1
C -2.356805 0.345141 -0.069476 0.3 1.3 -1.5
N 1.664851 -2.564848 1.313056 -3.9 1.9 -2.5
N 2.158424 0.755529 -0.007432 -0.8 0.9 0.4
N -0.214142 0.805796 -0.744783 0.1 -0.8 0.7
N -1.123376 1.220506 -0.018897 -1.0 -2.2 -1.5
H -2.146188 -0.612632 -0.610811 -0.2 0.6 0.9
H -2.706100 0.326550 0.938553 -0.2 -0.7 0.7
H -3.162074 0.886007 -0.629602 0.8 -0.2 0.3
H 0.940887 1.076138 -0.352039 0.3 -0.3 -1.2
H -0.279895 -0.146291 -1.290834 -0.5 1.9 0.9
H 2.916041 1.389310 0.073835 1.0 1.0 -0.2
H 2.165222 -3.169254 1.799840 3.2 -3.3 2.8
```
Forces are in eV/Å.

Summary:
HOMO-LUMO gap = 7.955 eV
Maximum force = 5.3 eV/A
Energy relative to the best compared isomer or geometry (same formula, charge and spin) = 5.7492 eV
HOMO level = -13.36 eV
Net charge = +1



6.
ORCA calculation (wB97M-V/def2-TZVPD) on a 2-piece molecular cluster, C3H7N4 overall in a non-equilibrium geometry.

The geometry in XYZ format:
```
14
Properties=species:S:1:pos:R:3:forces:R:3
C -1.121639 -1.223373 0.038466 0.6 -1.4 -0.4
C -1.107710 1.104519 -0.122688 2.8 -2.7 1.8
C 0.971540 -0.252978 0.298938 -0.6 1.9 5.1
N 0.144039 -1.349893 0.216948 -2.5 -0.8 -1.4
N -1.810604 -0.024049 -0.128792 3.2 1.4 0.4
N 0.183574 1.056146 0.264492 -3.0 1.2 -0.8
N 1.944342 -0.101224 -0.627233 1.1 -1.4 -1.2
H -1.848905 -2.034982 -0.117231 1.0 -0.3 0.5
H -1.615559 1.977592 -0.346097 -0.6 1.9 -0.3
H 1.298093 -0.646232 1.971680 -0.2 1.5 -3.4
H -2.730815 0.016038 -0.398901 -2.5 -0.2 -0.7
H 0.574451 2.003058 0.302160 0.6 -0.8 0.1
H 2.350851 -0.991748 -0.772726 0.2 -1.4 -0.7
H 2.768341 0.467131 -0.579019 -0.2 1.2 0.9
```
Forces are in eV/Å.

Summary:
HOMO-LUMO gap = 8.314 eV
Maximum force = 5.5 eV/A
Energy relative to the best compared isomer or geometry (same formula, charge and spin) = 3.5299 eV
HOMO level = -13.10 eV
Net charge = +1



7.
ORCA calculation (wB97M-V/def2-TZVPD) on C3H7N4O as an isolated structure in a non-equilibrium geometry.

The geometry in XYZ format:
```
15
Properties=species:S:1:pos:R:3:forces:R:3
C -2.211985 0.271784 0.348689 -4.9 -1.4 0.8
C -1.967772 0.994032 -0.762603 1.5 -0.1 1.5
C 0.562017 1.317594 -0.648869 -1.5 -0.2 -0.6
N -0.937311 0.119519 0.790027 0.2 2.2 1.2
N -0.554687 0.928949 -0.296308 0.5 -0.2 -1.1
N 0.902854 -1.809952 0.597468 -0.5 -1.3 2.2
N 1.821526 1.222932 -0.558158 2.3 0.8 -0.3
O 2.561260 0.433551 -1.190427 -0.6 0.3 0.8
H -3.144144 -0.122647 0.933512 1.9 0.8 -1.6
H -2.230322 1.632437 -1.555589 -0.9 0.5 -0.5
H -0.372681 -0.702303 0.910641 1.0 -1.5 0.1
H 1.599632 -1.516814 -0.030104 1.0 0.1 -1.2
H 1.387433 -2.297681 1.376563 -0.4 0.7 -0.6
H 2.260975 2.067813 -0.114629 0.1 -0.6 -0.1
H 0.323199 -2.539208 0.199790 0.2 -0.1 -0.5
```
Forces are in eV/Å.

Summary:
HOMO-LUMO gap = 8.530 eV
Maximum force = 5.2 eV/A
Energy relative to the best compared isomer or geometry (same formula, charge and spin) = 8.0384 eV
HOMO level = -13.95 eV
Net charge = +1



8.
ORCA calculation (wB97M-V/def2-TZVPD) on a 2-piece molecular cluster, C3H7N4O2 overall in a non-equilibrium geometry.

The geometry in XYZ format:
```
16
Properties=species:S:1:pos:R:3:forces:R:3
C 1.948714 0.234692 -0.530246 1.4 -2.0 1.4
C -0.727862 0.694216 0.960818 -1.0 -0.9 1.3
C -2.175871 -0.212689 -0.374475 -3.5 2.3 -1.9
N 2.192382 -1.726412 0.876096 1.0 -0.4 1.8
N 2.489738 -0.564238 0.193821 -0.6 1.6 -1.0
N -0.683726 1.435828 -0.070795 1.5 1.4 -1.7
N -1.519363 0.966351 -1.063294 -3.3 -0.4 3.1
O 1.604715 1.072389 -1.269284 -0.3 0.9 -0.9
O -1.594104 -0.319266 0.868665 2.4 1.0 1.3
H -0.282362 0.841151 1.922988 0.5 0.2 0.1
H 2.277950 -2.513965 0.197858 0.5 0.6 1.3
H -3.280454 0.061065 -0.178752 1.6 -0.7 -0.6
H -2.054668 -1.065822 -0.996664 -0.1 -1.0 -0.1
H 2.844128 -1.715368 1.772564 -1.6 -0.8 -2.9
H -1.058394 0.681316 -1.840382 2.3 -0.8 -2.9
H 0.019178 2.130748 -0.468925 -0.8 -1.0 1.6
```
Forces are in eV/Å.

Summary:
HOMO-LUMO gap = 8.916 eV
Maximum force = 4.6 eV/A
Energy relative to the best compared isomer or geometry (same formula, charge and spin) = 3.8436 eV
HOMO level = -13.14 eV
Net charge = +1



9.
ORCA calculation (wB97M-V/def2-TZVPD) on the molecule C3H7N5 in a non-equilibrium geometry.

The geometry in XYZ format:
```
15
Properties=species:S:1:pos:R:3:forces:R:3
H 0.338281 -2.184736 -0.532790 0.5 0.6 2.2
N 0.560253 -1.892717 0.486999 -3.2 1.7 -0.7
C -0.115320 -0.761398 0.711345 2.7 0.8 -0.4
C -0.116284 0.206520 1.886146 -1.0 -0.6 1.0
N -0.430493 1.423280 1.477617 0.7 -1.4 1.9
N -0.497012 1.470453 0.121976 -1.5 -0.4 0.3
N -0.603161 0.136780 -0.272321 1.0 -2.1 -1.0
N -0.233571 -0.073032 -1.605230 0.2 0.9 0.9
C 1.216982 -0.324284 -1.920028 -0.3 -0.2 -0.1
H -0.052146 -0.153319 3.032995 0.1 1.4 -3.0
H -1.398360 1.903064 -0.193013 1.2 0.2 0.6
H -0.943838 -0.711599 -1.867785 0.1 -1.0 -1.4
H 1.236034 0.087327 -3.030306 0.7 -1.4 2.3
H 1.865348 0.373829 -1.218959 -1.4 -1.6 -1.5
H 1.470302 -1.492953 -1.718206 0.1 3.1 -1.1
```
Forces are in eV/Å.

Summary:
Structure (SMILES) = [H]/N=c1/cn[nH]n1NC
HOMO-LUMO gap = 9.130 eV
Maximum force = 3.7 eV/A
Energy relative to the best compared isomer or geometry (same formula, charge and spin) = 4.6977 eV
HOMO level = -8.55 eV